[1]
Computed, not measured: a 7-piece molecular cluster, C25H70FO24P7 overall at a distorted geometry, with the ωB97M-V functional and the def2-TZVPD basis.

```
127
Properties=species:S:1:pos:R:3:mulliken_charge:R:1
C -1.3354 -2.6795 6.8033 -0.66
O -1.8102 -1.3362 6.9688 -0.30
P -0.9426 -0.1784 6.3214 0.59
O -0.4088 -0.4389 4.9863 -0.19
O 0.2049 0.1427 7.3790 -0.25
C -0.0197 -0.0208 8.7815 -0.70
O -1.9677 1.0193 6.4424 -0.36
C -1.5868 2.2775 5.8587 -0.56
H -1.6608 -3.2486 7.6709 0.25
H -1.7647 -3.1085 5.9001 0.24
H -0.2473 -2.7151 6.7359 0.32
H 0.2349 -1.0391 9.0765 0.24
H -1.0533 0.1902 9.0537 0.33
H 0.6359 0.6737 9.3009 0.27
H -0.8350 2.1440 5.0813 0.19
H -1.1972 2.9330 6.6359 0.27
H -2.4766 2.7213 5.4203 0.25
C 1.3248 4.2210 1.4037 -0.43
O 0.8718 5.5692 1.2147 -0.33
P 0.0103 6.2086 2.3782 1.00
O 0.4731 5.9751 3.7452 -0.69
O -1.4752 5.6862 2.1455 -0.31
C -1.9264 5.3401 0.8299 -0.54
O 0.0053 7.7160 1.8899 -0.34
C -0.6079 8.6864 2.7470 -0.73
H 1.3672 3.7520 0.4232 0.25
H 2.3159 4.2247 1.8526 0.34
H 0.6414 3.6574 2.0396 0.12
H -1.7260 4.2859 0.6404 0.14
H -1.4430 5.9441 0.0634 0.37
H -3.0001 5.5059 0.7928 0.36
H -0.6323 8.3437 3.7812 0.36
H -1.6216 8.8859 2.4003 0.25
H -0.0181 9.5977 2.6897 0.23
C -2.3724 2.4154 -5.2669 -0.65
O -2.7109 3.8125 -5.2863 -0.32
P -3.4655 4.3871 -4.0203 0.89
O -2.9737 3.9333 -2.7203 -0.44
O -5.0063 4.0512 -4.2462 -0.28
C -5.5499 3.9337 -5.5642 -0.66
O -3.3401 5.9396 -4.3076 -0.35
C -3.8289 6.8405 -3.3064 -0.62
H -2.3789 2.0667 -6.2966 0.25
H -1.3795 2.2884 -4.8409 0.26
H -3.0903 1.8370 -4.6843 0.33
H -5.4549 2.9037 -5.9076 0.24
H -5.0534 4.6006 -6.2681 0.33
H -6.6042 4.1931 -5.5075 0.27
H -3.8562 6.3666 -2.3253 0.26
H -4.8281 7.1778 -3.5803 0.25
H -3.1545 7.6923 -3.2706 0.24
C 7.9379 -2.1412 -6.1814 -0.68
O 6.7365 -2.2028 -5.4012 -0.31
P 5.9263 -0.8514 -5.2163 1.01
O 5.8043 -0.0077 -6.4031 -0.70
O 6.6253 -0.0935 -4.0009 -0.31
C 7.2330 -0.8215 -2.9310 -0.67
O 4.5866 -1.4367 -4.6178 -0.28
C 3.5093 -0.5175 -4.3674 -0.66
H 8.6145 -2.9013 -5.7975 0.25
H 7.7059 -2.3482 -7.2241 0.26
H 8.4148 -1.1632 -6.1078 0.34
H 8.2760 -1.0269 -3.1748 0.28
H 6.7121 -1.7574 -2.7314 0.34
H 7.1907 -0.1955 -2.0430 0.27
H 3.5908 0.3732 -4.9901 0.39
H 3.5170 -0.2328 -3.3205 0.17
H 2.5777 -1.0274 -4.5959 0.28
C 7.0470 -4.0547 1.0748 -0.70
O 5.9298 -4.1347 1.9704 -0.31
P 5.0729 -2.8176 2.1806 0.95
O 4.7932 -2.0353 0.9741 -0.50
O 5.8496 -1.9673 3.2800 -0.26
C 6.6125 -2.6095 4.3043 -0.67
O 3.8227 -3.4326 2.9220 -0.38
C 2.7380 -2.5226 3.1969 -0.26
H 7.7934 -4.7655 1.4214 0.26
H 6.7265 -4.3196 0.0691 0.26
H 7.4806 -3.0539 1.0625 0.33
H 7.6339 -2.7656 3.9565 0.25
H 6.1761 -3.5642 4.5958 0.33
H 6.6281 -1.9454 5.1649 0.26
H 2.7967 -1.6449 2.5577 -0.24
H 2.7691 -2.2074 4.2386 0.26
H 1.8039 -3.0431 3.0040 0.32
C -7.0816 -5.4135 -0.7723 -0.68
O -5.7985 -5.8501 -1.2441 -0.30
P -5.3012 -5.2644 -2.6292 1.16
O -5.5417 -3.8402 -2.8494 -0.70
O -5.9735 -6.1777 -3.7494 -0.36
C -6.2644 -7.5550 -3.4988 -0.64
O -3.7858 -5.7184 -2.5815 -0.29
C -2.9283 -5.2781 -3.6434 -0.73
H -7.5035 -6.2238 -0.1826 0.25
H -6.9579 -4.5302 -0.1494 0.25
H -7.7541 -5.1791 -1.5981 0.35
H -7.2635 -7.6459 -3.0723 0.25
H -5.5376 -8.0066 -2.8244 0.32
H -6.2377 -8.0746 -4.4535 0.27
H -3.3169 -4.3784 -4.1196 0.36
H -2.8294 -6.0739 -4.3810 0.25
H -1.9551 -5.0588 -3.2119 0.24
C -2.7110 -1.9281 0.2384 -1.56
C -1.9967 -0.5525 0.1325 2.35
C -2.7538 0.3399 -0.8543 -2.00
C -1.8366 0.1061 1.5108 -1.35
C -0.5683 0.9886 1.6112 0.14
P 0.9572 -0.0718 1.7292 -0.02
C 2.0473 0.3609 0.2853 -0.68
C 1.9536 -0.5732 -0.9368 -0.06
F 1.4532 0.1236 -2.0444 -0.39
H -2.9305 -2.1996 1.2710 0.35
H -2.0520 -2.6968 -0.1701 0.31
H -3.6479 -1.9455 -0.3183 0.39
H -1.0070 -0.7273 -0.2938 -0.72
H -3.7341 0.6419 -0.4842 0.37
H -2.8674 -0.2151 -1.7884 0.49
H -2.2079 1.2529 -1.1100 0.41
H -1.7299 -0.6746 2.2692 0.34
H -2.7234 0.6897 1.7667 0.43
H -0.5140 1.6421 0.7372 0.34
H -0.6262 1.5492 2.5424 -0.18
H 0.4900 -1.3725 1.4236 -0.07
H 3.0800 0.3495 0.6277 0.56
H 1.7590 1.3552 -0.0563 0.13
H 1.2790 -1.4045 -0.7352 0.28
H 2.9318 -0.9580 -1.2246 0.25
```

The total energy is -143953.0421 eV. The calculation puts the HOMO-LUMO gap at 8.45 eV. The SMILES is COP(=O)(OC)OC.COP(=O)(OC)OC.COP(=O)(OC)OC.COP(=O)(OC)OC.COP(=O)(OC)OC.COP(=O)(OC)OC.CC(C)CCPCCF.


[2]
Computed, not measured: C31H82CdN5O13 as an isolated structure at a distorted geometry, with the ωB97M-V functional and the def2-TZVPD basis.

```
132
Properties=species:S:1:pos:R:3:mulliken_charge:R:1
Cd -0.4648 1.2788 5.1135 1.01
C -0.5401 -0.1467 2.1254 1.73
O -1.0964 0.4803 3.2765 -0.29
H 0.0525 0.6026 1.5901 -0.80
H 0.0774 -0.9946 2.4270 0.17
H -1.3440 -0.4805 1.4653 -0.89
C -2.5259 -6.0123 6.8827 -0.75
O -2.9300 -4.8441 6.1903 -0.31
C -3.4039 -5.2016 4.8928 -0.62
C -3.7726 -3.9061 4.2017 -0.18
N -4.4497 -4.1764 2.9422 -0.35
C -4.5139 -3.0187 2.0525 -0.73
C -3.1986 -2.8067 1.3118 0.68
O -3.0183 -3.8152 0.3367 -0.43
C -3.7866 -3.6155 -0.8347 -0.38
H -2.1112 -5.7359 7.8508 0.26
H -1.6851 -6.4801 6.3547 0.32
H -3.3237 -6.7479 6.9912 0.30
H -4.2269 -5.9215 4.9573 0.40
H -2.6056 -5.7493 4.3701 0.35
H -2.9069 -3.2261 4.1386 0.04
H -4.4226 -3.3271 4.8692 0.22
H -4.0251 -4.9858 2.5066 0.31
H -4.7923 -2.1627 2.6658 0.30
H -5.3104 -3.2007 1.3307 0.29
H -2.4027 -2.8318 2.0594 0.17
H -3.1270 -1.8190 0.8395 -0.38
H -3.9665 -4.5791 -1.2998 0.35
H -3.2779 -2.9020 -1.4903 -0.10
H -4.7572 -3.1612 -0.6083 0.31
C 3.5549 3.9491 1.5063 -0.71
O 3.3644 3.0450 0.4417 -0.49
C 2.1289 2.3736 0.5506 0.87
C 1.8175 1.6072 -0.7331 -0.66
N 1.6826 2.5161 -1.8681 -0.18
C 1.4568 1.8409 -3.1300 -0.04
C 1.7886 2.7529 -4.2834 -1.01
O 3.1776 2.9603 -4.3442 -0.33
C 3.5607 3.8900 -5.3348 -0.74
H 2.8692 4.8031 1.4962 0.31
H 4.5592 4.3334 1.3252 0.36
H 3.5265 3.4815 2.5000 0.16
H 1.2995 3.0929 0.5635 0.10
H 2.1207 1.6789 1.4013 -0.47
H 0.8749 1.0810 -0.5698 -0.28
H 2.6080 0.8972 -1.0042 0.88
H 2.4825 3.1328 -1.9271 0.33
H 0.4216 1.5165 -3.2728 -0.12
H 2.0807 0.9386 -3.2164 0.46
H 1.2241 3.6938 -4.1618 0.32
H 1.3715 2.4264 -5.2463 0.58
H 4.5623 4.2487 -5.0901 0.24
H 2.8646 4.7327 -5.3508 0.33
H 3.6658 3.4036 -6.3113 0.27
C 3.2590 -3.4070 3.3230 -0.57
O 3.4337 -2.9722 1.9881 -0.46
C 3.4887 -1.5790 1.8823 0.21
C 4.8729 -0.9466 2.0211 -0.83
N 5.8185 -1.6497 1.2075 -0.20
C 7.1758 -1.1383 1.3086 -0.68
C 8.1478 -2.0057 0.5255 -0.59
O 8.1500 -3.3209 1.0086 -0.30
C 8.9948 -4.1795 0.3042 -0.75
H 2.2548 -3.1344 3.6623 0.20
H 4.0903 -3.0561 3.9397 0.27
H 3.3010 -4.4946 3.3936 0.30
H 2.7088 -1.1309 2.5225 0.21
H 3.1112 -1.2990 0.8910 -0.01
H 5.1681 -0.9212 3.0864 0.30
H 4.8027 0.1038 1.7223 0.28
H 5.8097 -2.6546 1.3093 0.30
H 7.4614 -1.1699 2.3759 0.34
H 7.2252 -0.0868 1.0243 0.33
H 9.1729 -1.6252 0.6085 0.44
H 7.7731 -1.9738 -0.5076 0.35
H 8.8742 -4.0705 -0.7871 0.32
H 8.7737 -5.2152 0.5322 0.25
H 10.0545 -3.9113 0.4050 0.29
C -4.4707 8.6120 2.8419 -0.76
O -3.3314 7.8021 2.5778 -0.33
C -3.1347 6.8494 3.6203 -0.67
C -2.0116 5.9325 3.1597 -0.48
N -2.4602 5.1091 2.0417 -0.30
C -1.3915 4.1516 1.6602 -0.50
C -1.8390 3.4883 0.3764 0.12
O -1.5384 4.3562 -0.6794 -0.43
C -1.7046 3.7211 -1.9287 -0.47
H -5.3702 8.1189 2.4531 0.29
H -4.3400 9.5156 2.2514 0.24
H -4.6360 8.7820 3.9063 0.32
H -4.0534 6.2776 3.7639 0.35
H -2.8552 7.4004 4.5220 0.43
H -1.7868 5.2880 4.0209 0.23
H -1.1120 6.5224 2.9482 0.36
H -2.5381 5.6930 1.2079 0.30
H -1.3920 3.4556 2.5061 0.16
H -0.4173 4.6353 1.5096 0.38
H -2.8638 3.1043 0.4511 0.52
H -1.3046 2.5280 0.2502 -0.43
H -0.8984 3.0075 -2.1223 -0.05
H -1.6268 4.5065 -2.6826 0.34
H -2.6837 3.2536 -2.0728 0.36
C -2.5069 -5.4925 -8.2621 -0.74
O -1.6762 -4.4335 -7.8879 -0.32
C -2.2006 -3.1783 -8.2780 -0.69
C -1.6268 -2.0756 -7.4189 -0.52
N -2.0546 -2.1117 -6.0303 -0.23
C -1.4024 -1.1074 -5.2075 -0.86
C -1.9988 -1.1770 -3.8110 -0.56
O -1.6529 -0.0585 -3.0211 -0.20
C -1.9161 -0.1703 -1.6515 -0.43
H -2.1334 -6.4685 -7.9590 0.27
H -2.6262 -5.5502 -9.3537 0.30
H -3.5262 -5.3982 -7.8669 0.31
H -3.2944 -3.2109 -8.2396 0.41
H -1.8895 -2.9638 -9.3073 0.38
H -1.9746 -1.1217 -7.8153 0.35
H -0.5368 -2.2148 -7.4764 0.32
H -1.9561 -3.0212 -5.5991 0.22
H -1.4428 -0.1188 -5.6629 0.46
H -0.3321 -1.3576 -5.1125 0.30
H -1.7100 -2.0907 -3.2771 0.34
H -3.0892 -1.1746 -3.9475 0.29
H -1.2516 -0.9409 -1.2326 0.39
H -2.9623 -0.3707 -1.4091 0.47
H -1.5691 0.7544 -1.1894 -0.31
O -4.0336 0.3298 2.2081 -0.60
H -3.0977 0.3415 2.4556 0.11
H -4.4598 0.9381 2.8218 0.25
O 1.0129 2.4796 4.1444 -0.47
H 1.4751 2.3462 3.2927 0.25
H 1.0637 3.4361 4.3136 0.33
```

As for the charge: +1. The total energy is -72092.3483 eV. The calculation puts the HOMO-LUMO gap at 2.79 eV. Its energy relative to the best compared isomer or geometry (same formula, charge and spin) is 397.88 kJ/mol.


[3]
Computed, not measured: a 2-piece molecular cluster, C5H11N3O overall at a distorted geometry, with the ωB97M-V functional and the def2-TZVPD basis.

```
20
Properties=species:S:1:pos:R:3:mulliken_charge:R:1
H 0.9261 2.0834 -0.3655 0.29
N 1.0793 1.4620 -1.1648 -0.71
C 1.3881 0.2891 -0.8189 0.73
C 1.6810 -0.7734 -1.8189 -1.29
C 1.4641 -0.0926 0.6802 0.09
O 1.3262 0.7538 1.5353 -0.52
H 0.9090 -1.5381 -1.7610 0.27
H 1.6864 -0.3473 -2.8178 0.34
H 2.6433 -1.2355 -1.6048 0.35
H 1.9474 -1.0680 0.8628 0.39
C -0.7267 -1.4158 0.8913 -0.59
N -1.0292 -0.7605 -0.1780 -0.41
N -1.7068 0.3735 -0.1594 -0.03
C -2.0906 1.0900 1.0431 -0.85
H -0.2823 -2.3857 0.7346 0.36
H -1.0902 -1.1874 1.8897 0.32
H -1.5221 0.9298 -0.9839 0.33
H -2.5781 2.0138 0.7457 0.33
H -1.2284 1.3223 1.6740 0.30
H -2.7967 0.4866 1.6161 0.30
```

The total energy is -11878.6897 eV. The calculation puts the HOMO-LUMO gap at 9.15 eV. Its energy relative to the best compared isomer or geometry (same formula, charge and spin) is 297.29 kJ/mol. The SMILES is [H]/N=C(/C)C=O.C=NNC.


[4]
Computed, not measured: C21H28CaN5O3 as an isolated structure at a distorted geometry, with the ωB97M-V functional and the def2-TZVPD basis.

```
58
Properties=species:S:1:pos:R:3:mulliken_charge:R:1
Ca 0.0644 -0.2906 0.1198 2.02
C -0.0255 0.2931 6.0898 -1.09
O 0.1523 0.1230 4.6934 -0.31
C 1.3690 0.5157 4.1799 0.47
C 2.4298 0.9487 4.9528 -0.66
C 3.6293 1.3337 4.3448 -1.01
C 3.7337 1.2956 2.9746 -0.92
C 2.6672 0.8648 2.1710 0.85
C 2.8764 0.9453 0.7034 -0.46
N 2.0144 0.5977 -0.1700 0.09
N 2.3364 0.7655 -1.5352 -0.87
C 1.3276 0.4446 -2.3203 0.47
O 0.1395 0.0495 -1.9337 -1.00
C 1.5820 0.5899 -3.7872 0.41
C 2.8792 0.7053 -4.2832 -0.26
C 3.0951 0.8426 -5.6464 -0.63
C 2.0178 0.8723 -6.5246 -0.37
C 0.7230 0.7632 -6.0349 -0.62
C 0.5079 0.6158 -4.6700 -0.33
C 1.4624 0.4361 2.7772 0.45
O 0.4280 0.0077 2.0731 -0.69
H -1.0267 -0.0656 6.3231 0.29
H 0.0662 1.3417 6.3830 0.41
H 0.6847 -0.3021 6.6681 0.38
H 2.3476 1.0059 6.0287 0.40
H 4.4589 1.6686 4.9536 0.39
H 4.6523 1.6100 2.4922 0.36
H 3.8224 1.3649 0.3595 0.36
H 3.7076 0.6890 -3.5878 0.41
H 4.1058 0.9287 -6.0260 0.39
H 2.1887 0.9777 -7.5884 0.38
H -0.1180 0.7931 -6.7164 0.38
H -0.4947 0.5203 -4.2754 0.32
N -4.1954 -0.1965 3.5468 -0.07
C -2.7409 -0.1440 3.0406 -0.04
C -2.4425 -1.3889 2.2157 -1.03
C -3.0362 -1.3966 0.7746 0.40
N -1.9368 -1.6822 -0.1899 -0.64
C -3.7103 -0.0630 0.4142 -1.69
C -2.9500 1.2053 0.8224 0.59
N -1.7632 1.3358 -0.0496 -0.59
C -2.4817 1.1656 2.3023 -0.83
H -4.3651 -1.0476 4.0827 0.40
H -4.8601 -0.1767 2.7757 0.30
H -4.3952 0.6023 4.1484 0.39
H -2.1328 -0.1621 3.9452 0.21
H -2.7195 -2.2927 2.7655 0.63
H -1.3558 -1.3882 2.1530 0.08
H -3.7978 -2.1684 0.7094 0.31
H -2.2195 -1.5037 -1.1500 0.20
H -1.6856 -2.6667 -0.1535 0.27
H -4.7169 -0.0344 0.8477 0.11
H -3.8966 -0.0392 -0.6633 0.74
H -3.6284 2.0448 0.6936 0.24
H -1.3183 2.2411 0.0751 0.26
H -2.0034 1.2716 -1.0346 0.26
H -2.8705 2.0154 2.8714 0.46
H -1.3923 1.2459 2.3271 -0.01
```

As for the charge: +1. The total energy is -54259.4216 eV. The calculation puts the HOMO-LUMO gap at 5.94 eV. Its energy relative to the best compared isomer or geometry (same formula, charge and spin) is 67.59 kJ/mol.